# 1
54
Properties=species:S:1:pos:R:3:lowdin_charge:R:1 method="wB97M-V/def2-TZVPD" smiles="NC(N)=O.NC(N)=O.NC(N)=O.NC(N)=O.NC(N)=O.NC(N)=O.CO" lumo_ev=0.26 e_homo_ha=-0.344 de_lowest_kcal_mol=0.0
C -0.8374 0.2178 1.2182 -0.111
O 0.0038 -0.1715 0.1461 -0.188
H -1.2586 -0.6288 1.7710 0.063
H -0.3123 0.7554 2.0164 0.084
H -1.5602 0.9362 0.8294 0.089
H -0.5455 -0.2469 -0.6512 0.042
C -2.0516 -1.6940 5.6207 -0.682
O -0.8986 -1.7875 5.9792 0.039
N -2.4817 -1.6520 4.3148 0.146
N -3.0881 -1.5811 6.5098 0.138
H -3.3863 -1.2608 4.1323 0.090
H -1.8232 -1.7645 3.5701 0.074
H -4.0165 -1.3348 6.2186 0.088
H -2.8893 -1.4675 7.4859 0.101
C 3.0554 0.8609 1.8812 -0.678
O 2.4495 1.8795 2.1192 0.033
N 4.3816 0.8571 1.4965 0.147
N 2.5969 -0.4208 2.0470 0.169
H 4.8628 0.0020 1.2818 0.090
H 4.8781 1.7144 1.3505 0.098
H 3.1372 -1.1022 1.5393 0.071
H 1.6086 -0.5915 2.0887 0.082
C 1.3266 2.2345 -2.0069 -0.646
O 0.4938 1.5819 -2.6186 -0.002
N 1.4763 2.1045 -0.6536 0.181
N 2.0620 3.2407 -2.5684 0.163
H 1.0907 1.2146 -0.3593 0.058
H 2.2167 2.5517 -0.1460 0.081
H 2.6099 3.8424 -1.9839 0.096
H 1.8830 3.4661 -3.5293 0.106
C 1.7967 -3.2172 -1.2308 -0.679
O 2.6086 -3.7535 -1.9526 0.034
N 0.4953 -3.6185 -1.1043 0.152
N 2.0811 -2.1090 -0.4784 0.150
H -0.2042 -3.0995 -0.6055 0.088
H 0.2309 -4.5211 -1.4517 0.101
H 1.3411 -1.6040 -0.0179 0.044
H 2.9629 -1.6489 -0.5934 0.094
C -2.8788 3.2096 -1.7084 -0.681
O -4.0483 3.4779 -1.9132 0.020
N -2.3256 1.9775 -1.8511 0.166
N -2.0002 4.1337 -1.1798 0.145
H -1.3867 1.7703 -1.5658 0.044
H -2.9276 1.2338 -2.1537 0.097
H -1.0082 3.9847 -1.1802 0.074
H -2.3601 5.0563 -1.0238 0.095
C -1.1462 -1.3731 -3.2911 -0.654
O -1.4833 -0.8779 -2.2174 -0.011
N -1.3783 -2.6813 -3.5571 0.159
N -0.4253 -0.6758 -4.2042 0.177
H -1.3244 -3.1407 -4.4473 0.103
H -1.6774 -3.2617 -2.7974 0.090
H 0.1971 -1.2273 -4.7683 0.103
H -0.1226 0.2095 -3.8059 0.064

# 2
63
Properties=species:S:1:pos:R:3:lowdin_charge:R:1 method="wB97M-V/def2-TZVPD" lumo_ev=-0.29 e_homo_ha=-0.370 de_lowest_kcal_mol=164.3
O 2.9946 -1.6885 2.4596 -0.040
H 2.8709 -0.9966 1.7866 0.020
H 3.6700 -1.4108 3.0824 0.055
O 0.1648 -0.2093 2.7624 -0.075
H 1.0180 -0.3328 3.2291 0.058
H -0.1366 -1.1193 3.0161 0.010
O -0.6134 2.2682 -3.0487 -0.024
H -1.4803 2.2258 -3.4908 0.085
H -0.1125 1.8740 -3.7497 0.020
O 2.0343 0.8142 1.1943 -0.039
H 1.4268 1.5605 1.3530 0.038
H 1.8285 0.2286 1.8848 -0.043
O 1.8132 1.0140 -4.0193 -0.048
H 2.6590 1.4471 -4.0939 0.036
H 1.8055 0.7990 -3.0606 0.051
O -2.2157 -3.9747 -2.4531 -0.069
H -2.4160 -4.6974 -1.8316 0.055
H -2.5257 -3.0642 -2.2685 0.031
O -0.3896 0.7333 -0.9661 -0.098
H -0.3032 1.3074 -0.1952 0.013
H -0.5169 1.2203 -1.8287 -0.009
O 1.7323 -3.3853 -2.4538 -0.065
H 1.2357 -3.3307 -3.2771 0.035
H 1.9442 -2.4554 -2.3977 0.005
O 3.6649 2.7907 0.1776 -0.043
H 3.9400 3.0709 -0.6847 0.030
H 2.9705 2.1592 0.3192 -0.030
O -0.7448 -2.7716 3.0109 -0.089
H -1.0658 -2.7691 3.9843 0.138
H -1.5748 -2.5776 2.5328 0.057
O -0.1241 -1.2167 -2.7021 -0.094
H -0.9938 -1.0434 -3.1092 -0.003
H -0.2972 -1.8017 -1.9092 0.053
O 1.2544 3.6353 2.2709 -0.041
H 0.9898 4.5051 1.9937 0.044
H 2.2014 3.4656 2.1127 0.040
O -2.1896 2.3680 1.0450 -0.058
H -2.5603 2.9763 1.6952 0.061
H -1.6154 1.8299 1.6177 0.026
O -2.0015 -1.4976 -4.5956 -0.029
H -2.6298 -0.7802 -4.6473 0.051
H -2.4535 -2.2192 -4.1354 0.036
O -3.7562 0.7423 -1.4184 -0.081
H -2.9940 0.1411 -1.3601 0.006
H -3.6200 1.2857 -0.6135 0.023
O -1.8053 -1.7070 0.4137 -0.130
H -1.2673 -0.8751 0.3439 0.018
H -1.0192 -2.3062 0.7174 0.015
O -1.2611 2.0886 3.8180 -0.102
H -0.2977 2.2260 3.7824 0.020
H -1.4232 1.3909 4.5353 0.058
O -1.1471 4.6676 -0.3501 -0.063
H -1.2354 4.3808 -1.2548 0.011
H -1.3474 3.8017 0.0386 -0.017
O 4.8453 -1.6153 -1.9833 -0.069
H 4.6753 -0.9572 -1.2743 0.042
H 4.7514 -2.4679 -1.5404 0.034
O -2.5577 -0.4717 4.3279 -0.072
H -3.5611 -0.3321 4.2125 0.110
H -2.4565 -0.7352 3.4147 0.004
O 0.5909 -2.4725 0.9192 -0.070
H 1.0559 -3.2891 0.7334 0.075
H 0.5721 -2.4470 1.9279 0.038

# 3
11
Properties=species:S:1:pos:R:3:lowdin_charge:R:1 method="wB97M-V/def2-TZVPD" lumo_ev=0.57 e_homo_ha=-0.358 de_lowest_kcal_mol=85.1
N 1.1858 0.3574 0.1202 0.093
C 0.0614 -0.2923 -0.6699 -0.119
C -0.9397 -0.7848 0.3746 -0.266
O -0.7322 0.1539 1.3822 -0.171
C 0.1794 1.1510 -0.5511 -0.382
O -0.0623 2.2802 -0.8057 0.172
H 0.4658 0.2168 1.2653 0.139
H 2.1609 0.2873 -0.1385 0.143
H 0.3550 -0.7782 -1.5949 0.149
H -1.9351 -0.7808 -0.1025 0.127
H -0.7391 -1.8104 0.7203 0.115